[1]
Here is a structure of composition C39H55Br2N10O7P2V from OMol25. Energies are from ωB97M-V/def2-TZVPD.

```
116
Properties=species:S:1:pos:R:3:lowdin_spin:R:1
V -0.25902 -0.82519 0.45119 2.307
O 0.81660 -2.31259 -0.34123 0.017
C 0.75354 -3.50833 0.41953 0.006
C 0.21390 -3.07008 1.85225 0.008
O -0.21243 -3.90784 2.61986 0.002
O 0.27908 -1.82402 2.03540 0.032
C -0.24211 -4.45077 -0.23241 0.001
C -0.49559 -5.70099 0.31881 0.000
C -1.37154 -6.56938 -0.30583 0.000
C -2.00395 -6.20380 -1.48213 0.000
C -1.74901 -4.96165 -2.03616 0.000
C -0.87159 -4.08879 -1.41923 0.002
C 2.10820 -4.18852 0.51999 0.001
C 2.93359 -4.20063 -0.60232 0.000
C 4.17582 -4.80712 -0.54930 0.000
C 4.60068 -5.42854 0.61300 0.000
C 3.77146 -5.44368 1.72103 0.000
C 2.52875 -4.83389 1.67687 0.000
H 1.75137 -2.04074 -0.51317 0.003
H -0.00690 -5.98767 1.23536 0.000
H -1.54794 -7.54026 0.12962 0.000
H -2.68776 -6.88569 -1.96324 0.000
H -2.21538 -4.66984 -2.96562 0.000
H -0.65590 -3.13822 -1.89204 0.000
H 2.60269 -3.75439 -1.52946 0.000
H 4.80700 -4.80180 -1.42582 0.000
H 5.56806 -5.90763 0.64976 0.000
H 4.08938 -5.93677 2.62748 0.000
H 1.88627 -4.86464 2.54365 0.000
C -3.81587 2.33212 -1.72048 0.001
N -3.58836 2.70864 -0.33476 0.000
C -4.37921 1.94453 0.61328 0.000
P -1.98891 3.10058 -0.04959 0.001
O -0.93017 2.24731 -0.60378 0.007
O -1.92147 3.15732 1.60434 0.001
P -1.30262 1.98360 2.51852 0.004
O -0.96192 0.77106 1.77099 0.019
N 0.06155 2.74393 3.16159 0.000
C -0.09073 4.07654 3.71869 0.000
C 0.86225 1.86230 3.99886 0.000
N -2.51199 1.69557 3.63311 0.001
C -2.37263 0.49560 4.43915 0.001
C -3.21659 2.78247 4.28249 0.000
N -1.83560 4.66644 -0.54481 0.000
C -0.54685 5.14557 -1.00305 0.000
C -2.73481 5.68382 -0.04845 0.000
H -4.83177 2.61228 -2.00124 0.000
H -3.66995 1.26029 -1.88723 0.000
H -3.11231 2.88125 -2.34145 0.000
H -5.42827 2.03024 0.32220 0.000
H -4.25674 2.35794 1.61205 0.000
H -4.10434 0.88235 0.63449 0.000
H -0.69787 4.68025 3.04837 0.000
H 0.89676 4.53182 3.81170 0.000
H -0.55691 4.07308 4.70844 0.000
H 0.87092 0.86855 3.55085 0.000
H 0.47861 1.78996 5.02299 0.000
H 1.88245 2.24819 4.04662 0.000
H -1.69831 -0.19030 3.93030 0.000
H -3.34795 0.02114 4.55877 0.000
H -1.97332 0.71127 5.43540 0.000
H -3.16604 3.67007 3.65650 0.000
H -2.80053 3.01728 5.26765 0.000
H -4.26385 2.50309 4.41754 0.000
H -0.01786 4.32006 -1.47261 0.000
H 0.06328 5.55188 -0.19013 0.000
H -0.69948 5.93282 -1.74277 0.000
H -3.68311 5.21130 0.18856 0.000
H -2.89142 6.43194 -0.82628 0.000
H -2.34515 6.18495 0.84308 0.000
Br -6.60742 -2.44023 0.54955 0.015
C -4.74899 -2.08210 0.50855 0.062
C -4.00167 -2.16034 1.68669 0.009
C -2.65896 -1.86317 1.62847 0.052
N -2.03905 -1.48978 0.50744 0.034
C -2.76711 -1.40263 -0.63805 0.074
C -4.12853 -1.70587 -0.66844 0.003
C -1.98613 -0.89310 -1.74004 0.091
C -2.36724 -0.86983 -3.08509 -0.003
C -1.48986 -0.33970 -4.01024 0.077
Br -1.94331 -0.25569 -5.84482 0.018
C -0.24649 0.14114 -3.58050 0.006
C 0.05190 0.06626 -2.24301 0.061
N -0.77620 -0.42795 -1.32350 0.051
H -4.46413 -2.45041 2.61528 0.000
H -2.04336 -1.93771 2.51594 0.002
H -4.68929 -1.63501 -1.58681 -0.001
H -3.31450 -1.27857 -3.40255 -0.002
H 0.45300 0.55239 -4.28892 -0.001
H 0.99847 0.40603 -1.85265 0.004
N 3.32896 1.08063 1.63413 0.003
C 2.16804 1.13141 0.93448 0.006
N 1.71058 2.35499 0.57176 0.003
O 1.64856 0.08481 0.55885 0.020
H 3.78924 1.89246 1.99897 0.000
H 3.66665 0.16538 1.88299 0.000
H 1.97662 3.15606 1.11865 0.000
H 0.77192 2.35811 0.17623 0.000
N 3.08606 -1.11673 -1.34905 0.001
C 3.61492 -0.13978 -1.65701 0.000
N 4.15860 1.01761 -1.91710 0.000
C 3.39169 1.99548 -2.67725 0.000
C 3.89603 2.08759 -4.13045 0.000
C 4.67818 0.82737 -4.49305 0.000
C 5.92311 0.69846 -3.60824 0.000
C 5.58900 1.09463 -2.15659 0.000
H 3.49220 2.96376 -2.17447 0.000
H 2.33823 1.71448 -2.65270 0.000
H 4.54376 2.95640 -4.24893 0.000
H 3.05167 2.21187 -4.80816 0.000
H 4.97416 0.86074 -5.54071 0.000
H 4.03658 -0.04769 -4.35922 0.000
H 6.71898 1.34164 -3.98431 0.000
H 6.28439 -0.32970 -3.64344 0.000
H 5.88136 2.13114 -1.96275 0.000
H 6.10927 0.44950 -1.44569 0.000
```

Output
* Kohn-Sham gap (spin up / spin down): 6.0 / 7.5 eV
* E_LUMO (spin up / spin down): -2.40 / -2.81 eV
* multiplicity: 4
* net charge: +1


[2]
Here is the molecule C8H7N from OMol25. Energies are from ωB97M-V/def2-TZVPD.

```
16
Properties=species:S:1:pos:R:3:mulliken_charge:R:1
C 3.31888 -0.71867 0.06814 0.099
C 2.15294 -0.40256 -0.23085 -0.679
C 0.62683 -0.26883 -0.47263 0.391
C 0.00948 -1.53714 -0.15741 -0.286
C -1.39418 -1.70558 -0.12280 0.075
N -2.49608 -2.03155 -0.03902 -0.427
C 0.01798 1.03055 -0.13392 0.227
C -1.28217 1.29996 -0.69234 -0.635
C -1.03374 1.03075 0.80425 -0.769
H 4.45949 -1.17495 0.33569 0.328
H 0.51337 -2.58911 0.28796 0.246
H 0.76080 1.92932 -0.04002 0.369
H -1.36712 2.42112 -1.03528 0.245
H -1.66855 0.52902 -1.28393 0.313
H -1.22131 1.96252 1.28331 0.262
H -1.39662 0.22516 1.42885 0.240
```

Output
* Kohn-Sham gap: 8.4 eV
* structure (SMILES): C#C/C(=C/C#N)C1CC1
* E_LUMO: -0.78 eV
* multiplicity: 1
* net charge: 0


[3]
Here is the molecule C4H6N4 from OMol25. Energies are from ωB97M-V/def2-TZVPD.

```
14
Properties=species:S:1:pos:R:3:mulliken_charge:R:1
C 1.06610 -0.85339 0.97842 -0.047
N 0.25845 -0.25868 1.75680 -0.372
N -0.51431 0.93673 1.52103 -0.341
C -1.21111 0.98678 0.41180 -0.117
C -0.96456 -0.01880 -0.66238 -0.592
C -0.54619 -0.02593 -2.05725 -0.039
N 0.39364 0.11521 -1.03523 -0.018
N 1.32867 -0.66623 -0.44879 -0.400
H 1.62674 -1.63222 1.47995 0.423
H -1.81173 1.86004 0.20876 0.401
H -1.21491 -0.98620 -0.24634 0.355
H -0.70693 0.85323 -2.77044 0.200
H -0.51118 -1.09415 -2.51782 0.281
H 2.28746 -0.42187 -0.73428 0.264
```

Output
* Kohn-Sham gap: 8.8 eV
* structure (SMILES): C1=NN=C[C@H]2CN2N1
* E_LUMO: 0.92 eV
* multiplicity: 1
* net charge: 0


Result set for M: 1048.6; 117.2; 110.1 g mol⁻¹, one per record in the order listed.
Result set for DFT total energy: -9368.27723; -363.56039; -374.84526 hartree, one per record in the order listed.
Result set for energy relative to the best compared isomer or geometry (same formula, charge and spin): 181.6; 562.0; 567.4 kJ/mol, one per record in the order listed.